Record 1
This record from the Open Molecules 2025 dataset describes a 2-piece molecular cluster, C3H5NO2 overall. The level of theory is ωB97M-V/def2-TZVPD.

Geometry (Å):
C  1.453934  -0.398341  0.108982
C  1.879132  0.624196  0.758227
C  -0.935371  0.289333  -0.776153
N  -1.621462  0.306531  0.248276
O  1.235007  -1.365201  -0.504564
O  -2.401399  -0.810435  0.515593
H  -2.411450  -1.576425  -0.092212
H  1.500665  0.789052  1.870315
H  2.441293  1.399807  0.372694
H  -0.256208  1.178074  -1.028453
H  -0.884142  -0.436591  -1.472703

Forces on the atoms, in the same order (eV/Å):
1.0 -1.6 -0.9
-1.7 0.4 4.5
1.8 3.9 -0.7
-1.1 -0.5 1.3
-0.3 0.4 0.3
-0.7 0.0 0.9
0.8 0.8 -0.5
0.7 -0.6 -2.6
1.0 1.2 -1.0
-1.4 -1.1 0.8
-0.2 -2.8 -2.1

Properties
SMILES	C=C=O.C=NO
lowest unoccupied orbital energy	0.0288	Ha
relative energy (zero: lowest compared OMol25 entry of this formula, charge and spin)	4.732	eV
E_HOMO	-9.474	eV
multiplicity	1

=====

Record 2
This record from the Open Molecules 2025 dataset describes one molecule with the formula C3H5NO2. The level of theory is ωB97M-V/def2-TZVPD.

Geometry (Å):
N  0.830922  -0.505309  -0.819108
C  -0.633454  -0.670353  -0.679127
O  -1.120832  0.640575  -0.625919
C  -0.227945  1.167523  0.376213
C  0.581192  -0.119603  0.588537
O  -0.507232  -1.086840  0.688361
H  1.233148  -1.443286  -0.789540
H  -1.214317  -1.304882  -1.343441
H  -0.797655  1.460068  1.261626
H  0.355242  2.001934  -0.021960
H  1.371692  -0.177584  1.338460

Forces on the atoms, in the same order (eV/Å):
0.0 -0.1 0.0
-0.3 -0.3 -0.5
-0.1 0.0 -0.1
0.1 0.1 0.2
0.3 0.2 0.4
0.1 0.1 0.1
0.0 0.1 0.0
0.0 0.1 0.1
0.1 0.0 -0.1
-0.1 -0.2 0.0
-0.2 0.0 -0.1

Properties
lowest unoccupied orbital energy	0.0364	Ha
relative energy (zero: lowest compared OMol25 entry of this formula, charge and spin)	2.727	eV
E_HOMO	-9.849	eV
multiplicity	1

=====

Record 3
This record from the Open Molecules 2025 dataset describes one molecule with the formula C3H5NO2. The level of theory is ωB97M-V/def2-TZVPD.

Geometry (Å):
C  1.455474  0.048672  -0.407704
C  0.417427  0.246457  0.654196
O  0.425534  -0.292746  1.734678
N  -0.780038  0.812126  0.134113
C  -1.712216  -0.268193  0.243707
O  -1.943111  -0.963733  -0.706408
H  0.929517  -0.710516  -0.995506
H  2.389563  -0.336030  -0.000849
H  1.626477  0.923518  -1.040349
H  -0.700664  0.988166  -0.868325
H  -2.107963  -0.447721  1.252446

Forces on the atoms, in the same order (eV/Å):
0.1 0.2 0.2
0.1 -0.4 0.2
0.3 0.6 -0.1
-0.2 -0.2 -0.1
-0.3 -0.3 -0.1
-0.5 0.2 0.1
0.5 -0.1 -0.4
-0.2 0.0 -0.1
-0.1 -0.1 0.1
0.2 0.1 0.2
0.1 0.1 -0.2

Properties
SMILES	CC(=O)NC=O
lowest unoccupied orbital energy	0.0306	Ha
relative energy (zero: lowest compared OMol25 entry of this formula, charge and spin)	0.928	eV
E_HOMO	-10.443	eV
multiplicity	1

=====

Record 4
This record from the Open Molecules 2025 dataset describes one molecule with the formula C3H5NO2. The level of theory is ωB97M-V/def2-TZVPD.

Geometry (Å):
O  1.872744  0.046871  0.362508
C  0.695009  -0.444907  -0.242146
C  -0.504515  0.280838  0.377646
O  -0.605875  1.605506  0.174631
C  -2.060990  -0.647740  0.032040
N  -1.955865  -0.570076  -1.136074
H  2.098267  -0.480572  1.132028
H  0.816313  -0.223316  -1.304903
H  0.533938  -1.525468  -0.128592
H  -0.625626  0.099685  1.423193
H  -0.263395  1.859180  -0.690328

Forces on the atoms, in the same order (eV/Å):
0.0 -0.1 0.1
-0.4 0.0 0.0
-0.2 -0.2 0.3
-0.1 -0.1 -0.1
1.1 0.8 -1.4
-0.5 -0.4 0.5
0.0 0.0 0.1
-0.4 0.0 0.0
0.2 0.2 0.0
0.4 0.0 0.6
-0.1 -0.1 -0.1

Properties
SMILES	N#C[C@H](O)CO
lowest unoccupied orbital energy	-0.0001	Ha
relative energy (zero: lowest compared OMol25 entry of this formula, charge and spin)	3.716	eV
E_HOMO	-10.870	eV
multiplicity	1

=====

Record 5
This record from the Open Molecules 2025 dataset describes C3H5NO2 as an isolated structure. The level of theory is ωB97M-V/def2-TZVPD.

Geometry (Å):
C  -0.073055  -0.900436  0.907568
C  -0.883432  -0.299977  -0.037707
C  0.894973  1.067585  0.200489
O  -1.553452  -1.049918  -0.933212
N  1.751929  1.021963  -0.673536
O  -0.859369  0.984308  -0.229246
H  -1.892556  -0.447897  -1.614043
H  1.667266  0.451473  -1.503847
H  0.095242  -1.967859  0.858294
H  -0.002081  -0.461396  1.890746
H  0.854533  1.602154  1.134493

Forces on the atoms, in the same order (eV/Å):
-0.8 -0.1 -0.1
0.8 -1.0 0.3
-0.6 0.5 -1.3
0.0 0.5 0.1
-0.4 -0.2 0.8
1.1 0.2 0.2
0.1 -0.1 0.0
-0.2 0.2 -0.1
-0.1 0.0 0.0
0.2 0.2 -0.1
-0.1 -0.2 0.0

Properties
lowest unoccupied orbital energy	0.0209	Ha
relative energy (zero: lowest compared OMol25 entry of this formula, charge and spin)	3.836	eV
E_HOMO	-8.177	eV
multiplicity	1

=====

Record 6
This record from the Open Molecules 2025 dataset describes one molecule with the formula C3H5NO2. The level of theory is ωB97M-V/def2-TZVPD.

Geometry (Å):
N  -1.172168  -0.695470  2.005106
C  -0.510906  -0.275864  1.024131
O  0.750484  -0.700535  0.754515
C  0.915742  -0.465462  -0.639228
C  0.196190  0.859662  -0.804184
O  -0.920967  0.607070  0.061986
H  -2.092243  -0.264256  2.024708
H  0.340665  -1.209484  -1.201166
H  1.942295  -0.626962  -0.955821
H  0.706315  1.762464  -0.445232
H  -0.155408  1.008837  -1.824814

Forces on the atoms, in the same order (eV/Å):
0.1 0.2 -0.3
-0.2 -0.2 0.3
-0.2 -0.1 0.0
0.0 -0.2 -0.5
0.1 0.0 -0.2
-0.1 0.0 0.2
0.1 0.1 0.0
-0.1 -0.1 0.1
0.2 0.6 0.4
0.2 -0.3 -0.1
-0.1 0.1 0.1

Properties
SMILES	N=C1OCCO1
lowest unoccupied orbital energy	0.0301	Ha
relative energy (zero: lowest compared OMol25 entry of this formula, charge and spin)	1.258	eV
E_HOMO	-9.982	eV
multiplicity	1

=====

Record 7
This record from the Open Molecules 2025 dataset describes a 2-piece molecular cluster, C3H5NO2 overall. The level of theory is ωB97M-V/def2-TZVPD.

Geometry (Å):
N  0.792405  1.869801  0.193242
C  0.777572  0.727851  0.740078
C  1.438920  -0.437342  0.047686
O  1.000600  -0.965959  -0.946555
C  -1.749278  -0.860418  -0.775571
O  -1.941560  -0.171897  0.197132
H  0.305370  2.540906  0.791295
H  2.371371  -0.809774  0.520563
H  0.329852  0.506819  1.717581
H  -1.582880  -0.433868  -1.781962
H  -1.742372  -1.966117  -0.703490

Forces on the atoms, in the same order (eV/Å):
-0.1 -0.3 0.3
0.0 0.2 -0.2
-0.1 -0.2 -0.4
0.2 0.3 0.5
-0.1 0.1 0.2
0.1 -0.3 -0.4
0.1 0.0 -0.1
-0.1 0.0 0.0
0.1 0.0 -0.1
0.0 0.0 0.2
0.0 0.1 0.0

Properties
SMILES	[H]/N=C/C=O.C=O
lowest unoccupied orbital energy	0.0165	Ha
relative energy (zero: lowest compared OMol25 entry of this formula, charge and spin)	2.803	eV
E_HOMO	-10.011	eV
multiplicity	1

=====

Record 8
This record from the Open Molecules 2025 dataset describes one molecule with the formula C3H5NO2. The level of theory is ωB97M-V/def2-TZVPD.

Geometry (Å):
N  1.538552  0.532980  0.569319
C  1.270006  0.013624  -0.547888
O  0.415746  -1.052423  -0.661252
C  -0.926182  -0.978427  0.087358
C  -1.142151  0.484666  0.348739
O  -0.602066  1.030982  1.275732
H  1.956477  1.454584  0.479340
H  1.607723  0.411968  -1.518202
H  -0.802190  -1.554492  1.003122
H  -1.711272  -1.408166  -0.562493
H  -1.604641  1.064699  -0.473778

Forces on the atoms, in the same order (eV/Å):
0.5 -0.5 -0.6
0.0 0.4 0.4
-1.2 0.3 0.1
1.3 -0.3 -0.5
0.4 0.4 0.3
-1.8 0.2 0.2
0.6 -0.3 -0.1
-0.2 -0.4 0.1
-0.1 0.1 0.0
0.8 0.1 0.1
-0.2 0.0 0.1

Properties
SMILES	[H]/N=C/OCC=O
lowest unoccupied orbital energy	0.0185	Ha
relative energy (zero: lowest compared OMol25 entry of this formula, charge and spin)	3.032	eV
E_HOMO	-9.399	eV
multiplicity	1

=====

Record 9
This record from the Open Molecules 2025 dataset describes a 2-piece molecular cluster, C3H5NO2 overall. The level of theory is ωB97M-V/def2-TZVPD.

Geometry (Å):
N  -1.740036  -0.011588  0.053967
C  -0.502736  0.002683  0.260772
C  0.542312  1.089143  0.383263
O  1.499186  0.079477  0.822031
C  0.623620  -0.957449  0.650377
O  0.802024  -2.124605  0.793912
H  -2.093026  -0.969929  0.105683
H  -0.532031  -0.249122  -1.834959
H  0.193584  -0.308559  -1.987049
H  0.911674  1.586174  -0.518266
H  0.304460  1.808641  1.165079

Forces on the atoms, in the same order (eV/Å):
0.5 -0.1 0.4
-0.6 0.2 0.4
-0.1 0.3 0.1
0.1 -0.1 0.0
0.0 -0.8 0.2
-0.1 0.7 -0.1
0.0 0.0 0.1
0.4 -0.1 -0.6
0.0 -0.1 -0.5
-0.3 -0.2 0.1
0.2 0.0 0.0

Properties
SMILES	[H]/N=C1/COC1=O.[H][H]
lowest unoccupied orbital energy	-0.0067	Ha
relative energy (zero: lowest compared OMol25 entry of this formula, charge and spin)	2.964	eV
E_HOMO	-10.552	eV
multiplicity	1

=====

Record 10
This record from the Open Molecules 2025 dataset describes C3H5NO2 as an isolated structure. The level of theory is ωB97M-V/def2-TZVPD.

Geometry (Å):
C  0.420332  0.828347  0.970642
C  -0.553165  -1.281544  -0.465918
C  -0.208249  0.141521  -0.219871
N  0.892272  1.690662  -0.171050
O  1.310033  0.663521  -0.927968
O  -0.894100  1.161760  -0.731123
H  -0.282226  1.325300  1.635596
H  1.264743  0.355696  1.471846
H  0.289072  -1.926527  -0.217213
H  -0.831415  -1.418261  -1.509952
H  -1.407296  -1.540477  0.165011

Forces on the atoms, in the same order (eV/Å):
-0.1 -0.1 -0.3
0.1 0.0 -0.1
-1.3 1.1 0.2
1.0 -1.6 -0.6
-0.3 1.8 0.6
0.6 -1.3 0.2
0.0 -0.1 0.0
0.0 0.2 0.0
-0.1 0.0 0.0
0.0 0.0 0.0
0.0 0.0 0.0

Properties
lowest unoccupied orbital energy (spin up / spin down)	-0.0302 / -0.0302	Ha
relative energy (zero: lowest compared OMol25 entry of this formula, charge and spin)	6.639	eV
E_HOMO (spin up / spin down)	-10.045 / -10.048	eV
multiplicity	1

=====

Which formula does entry 7 have? C3H5NO2

=====

Please write out number 3 again, unchanged.
This record from the Open Molecules 2025 dataset describes one molecule with the formula C3H5NO2. The level of theory is ωB97M-V/def2-TZVPD.

Geometry (Å):
C  1.455474  0.048672  -0.407704
C  0.417427  0.246457  0.654196
O  0.425534  -0.292746  1.734678
N  -0.780038  0.812126  0.134113
C  -1.712216  -0.268193  0.243707
O  -1.943111  -0.963733  -0.706408
H  0.929517  -0.710516  -0.995506
H  2.389563  -0.336030  -0.000849
H  1.626477  0.923518  -1.040349
H  -0.700664  0.988166  -0.868325
H  -2.107963  -0.447721  1.252446

Forces on the atoms, in the same order (eV/Å):
0.1 0.2 0.2
0.1 -0.4 0.2
0.3 0.6 -0.1
-0.2 -0.2 -0.1
-0.3 -0.3 -0.1
-0.5 0.2 0.1
0.5 -0.1 -0.4
-0.2 0.0 -0.1
-0.1 -0.1 0.1
0.2 0.1 0.2
0.1 0.1 -0.2

Properties
SMILES	CC(=O)NC=O
lowest unoccupied orbital energy	0.0306	Ha
relative energy (zero: lowest compared OMol25 entry of this formula, charge and spin)	0.928	eV
E_HOMO	-10.443	eV
multiplicity	1